[1]
Formula: C35H32Cl12F5O4P
Source: the Open Molecules 2025 dataset
Level of theory: the ωB97M-V functional and the def2-TZVPD basis

Structure (ORCA input):
```
! wB97M-V def2-TZVPD RIJCOSX def2/J DEFGRID3
* xyz 0 1
Cl 3.66 3.06 -6.60
Cl 2.80 5.65 -5.60
Cl 6.02 -10.81 -2.97
Cl 0.70 -11.46 3.80
Cl -0.15 -6.72 0.21
Cl 4.13 3.78 -3.82
Cl 2.38 -5.29 0.31
Cl 3.59 -11.52 3.46
Cl 3.39 -11.76 -3.77
Cl 3.79 -10.65 -1.11
Cl 2.15 -9.00 3.26
Cl 2.36 -8.18 0.04
P -3.26 4.91 -0.61
F 2.30 -5.02 3.86
F 3.71 -5.51 5.70
F -1.04 -0.44 4.48
F 4.27 -3.91 4.10
F -0.07 1.19 5.78
O -0.97 4.75 1.60
O -5.46 0.10 -3.12
O -3.23 -0.10 -3.73
O 3.38 3.22 -0.85
C 2.74 -3.16 7.22
C 0.93 3.44 -1.41
C -0.35 3.86 -3.77
C 1.54 -6.78 0.74
C 4.02 4.38 -5.48
C -5.59 6.67 -1.03
C 1.79 2.27 0.88
C 2.19 3.01 -0.50
C 2.08 -10.74 2.96
C -0.38 3.86 0.90
C -4.27 -0.05 -2.76
C -1.65 4.36 -1.49
C -4.38 2.97 1.30
C -1.61 1.43 -5.02
C -4.15 3.24 -0.27
C 3.18 -4.50 4.84
C 2.13 -1.92 7.93
C -1.66 4.36 -3.04
C 0.01 1.95 2.89
C -0.41 3.90 -0.69
C 0.86 0.80 3.56
C 1.11 -1.00 5.54
C 1.72 -2.24 4.83
C 0.24 0.14 4.86
C 2.54 -3.28 5.68
C -0.43 3.84 -5.38
C -2.80 1.29 -3.93
C 2.63 1.17 1.56
C 1.33 -0.87 7.09
C -4.31 6.00 -1.75
C 2.20 0.43 2.88
C 0.93 3.42 -2.95
C 0.44 2.68 1.60
C 4.27 -10.57 -2.81
C -1.61 2.82 -5.81
H -1.44 2.61 -6.94
H -3.47 2.38 -0.64
H 3.31 -3.93 7.85
H -1.75 0.56 -5.77
H 2.87 -0.36 3.33
H 0.89 0.00 7.69
H -0.64 1.20 -4.45
H 3.64 0.83 1.11
H -5.10 3.16 -0.91
H -6.34 5.87 -0.66
H -4.39 3.92 1.94
H 4.99 4.80 -5.75
H -4.74 5.40 -2.65
H -6.17 7.31 -1.79
H -5.27 7.32 -0.15
H 4.03 -9.58 -3.18
H -2.62 3.37 -5.71
H 1.55 -6.88 1.82
H -3.66 1.96 -4.31
H -3.62 2.19 1.68
H -4.09 -0.09 -1.62
H -3.68 6.86 -2.20
H -2.57 4.67 -3.69
H -5.42 2.46 1.39
H -0.79 4.90 -5.68
H 0.57 3.64 -5.88
H 1.95 -10.90 1.89
H 2.21 -1.77 9.06
H 1.58 -2.39 3.70
H -2.38 1.66 -2.91
H 1.83 3.08 -3.55
H -0.98 2.26 3.38
*
```

Values from the calculation:
Max |F| ... 5.1 eV/A
Structure (SMILES) ... CCP(CC)c1cc(CCCCOC=O)cc2c1C(=O)c1cc(C(F)(F)c3cccc(C(F)(F)F)c3)ccc1C2=O.ClC(Cl)Cl.ClC(Cl)Cl.ClC(Cl)Cl.ClC(Cl)Cl
HOMO level ... -7.9456 eV

Atomic partial charges in e from the Mulliken method, atoms 1 to 6: number 1, Cl, carries -0.126; number 2, Cl, carries -0.101; number 3, Cl, carries -0.116; number 4, Cl, carries -0.125; number 5, Cl, carries -0.138; number 6, Cl, carries -0.043

=====

[2]
Formula: C35H32GeN3ORuS2
Source: the Open Molecules 2025 dataset
Level of theory: the ωB97M-V functional and the def2-TZVPD basis

Structure (ORCA input):
```
! wB97M-V def2-TZVPD RIJCOSX def2/J DEFGRID3
* xyz -2 2
Ru 0.47 -0.53 1.84
Ge 0.37 0.57 -1.44
S 0.17 1.43 3.01
S 0.00 -1.64 3.99
O 2.61 -2.74 -0.78
N 0.88 -2.08 0.60
N 2.56 -0.54 1.88
N -1.40 -1.34 1.35
C -1.34 1.54 -1.23
C -0.06 -3.13 0.38
C 2.05 -1.94 -0.01
C -0.36 2.16 5.63
C -2.62 -3.14 0.40
C -3.36 2.43 -2.26
C 2.91 1.91 -4.64
C -0.19 -1.10 -2.35
C 0.31 -3.10 -3.63
C -1.54 -1.47 -2.38
C -3.78 2.92 -1.03
C -0.21 1.00 4.68
C -2.98 2.73 0.09
C -3.78 -1.35 1.48
C 2.28 1.16 -3.66
C -1.78 2.04 -0.01
C 0.72 -1.95 -2.98
C 1.22 1.66 -2.90
C 4.84 0.33 0.39
C -3.81 -2.55 0.78
C -2.15 1.76 -2.35
C -0.52 -0.66 6.52
C -0.26 -0.29 5.08
C 2.58 -0.54 0.41
C -1.03 -3.44 -3.67
C -1.42 -2.52 0.70
C 3.80 -0.14 -0.34
C 3.61 0.01 2.49
C 1.37 0.45 0.19
C -2.55 -0.78 1.75
C 2.50 3.22 -4.87
C -1.96 -2.63 -3.03
C 0.84 2.98 -3.15
C 4.76 0.42 1.84
C 1.46 3.75 -4.12
H -1.83 1.38 -3.32
H -3.97 2.58 -3.14
H -4.72 3.45 -0.94
H -2.60 -4.08 -0.15
H 1.05 -3.75 -4.09
H 3.53 0.10 3.57
H 0.07 -4.00 1.04
H -0.96 1.91 6.50
H -3.29 3.11 1.06
H 3.73 1.49 -5.21
H 2.63 0.14 -3.49
H 2.99 3.82 -5.63
H -4.76 -3.02 0.54
H -4.68 -0.85 1.81
H 1.78 -1.75 -2.92
H -2.28 -0.87 -1.88
H -2.45 0.14 2.30
H -3.01 -2.89 -3.03
H -1.43 -0.19 6.91
H 0.61 2.52 5.99
H 1.74 1.46 0.40
H 0.03 3.42 -2.57
H -0.62 -1.74 6.62
H -1.17 1.90 0.88
H 5.59 0.80 2.42
H -0.84 3.01 5.12
H 1.14 4.77 -4.28
H -1.35 -4.35 -4.17
H 3.81 -0.20 -1.42
H 5.74 0.67 -0.11
H -0.04 -3.51 -0.65
H 0.31 -0.34 7.17
*
```

Values from the calculation:
Max |F| ... 1.9 eV/A
Expectation value of S² ... 0.759
HOMO level (spin up / spin down) ... -0.3096 / -0.2742 eV

Atomic partial charges in e from the Mulliken method, atoms 1 to 6: number 1, Ru, carries 0.028; number 2, Ge, carries 2.001; number 3, S, carries -0.443; number 4, S, carries -0.476; number 5, O, carries -0.819; number 6, N, carries 0.262

=====

[3]
Formula: C35H32GeNO3SW
Source: the Open Molecules 2025 dataset
Level of theory: the ωB97M-V functional and the def2-TZVPD basis

Structure (ORCA input):
```
! wB97M-V def2-TZVPD RIJCOSX def2/J DEFGRID3
* xyz 1 1
W -0.47 -1.05 -0.92
Ge 1.38 0.48 1.55
S -3.00 1.06 -3.03
O 0.50 0.06 -2.67
O -3.83 1.75 -2.10
O -3.61 0.04 -3.84
N -1.66 0.38 -2.28
C -1.86 -2.69 -3.73
C 0.30 2.53 -4.53
C -2.74 2.87 1.61
C 5.53 2.70 2.27
C 3.20 2.42 2.79
C 0.08 -1.32 3.50
C -0.25 -3.16 -1.81
C -0.95 -2.79 0.50
C -1.42 3.97 -5.43
C -1.77 3.21 2.54
C -0.28 1.53 1.64
C -2.50 1.86 0.69
C -2.50 -2.32 -1.31
C -0.69 1.81 -3.89
C 1.26 -3.92 0.08
C 1.26 -0.48 -0.14
C -2.42 3.24 -4.79
C -2.23 -2.32 0.06
C -1.27 1.23 0.73
C -2.02 2.17 -4.03
C 2.45 -1.62 3.25
C 0.02 -3.27 -0.44
C 0.03 -2.39 4.38
C -1.52 -2.68 -2.27
C 3.07 1.46 1.80
C -0.08 3.62 -5.31
C 5.41 1.74 1.27
C -0.55 0.70 -2.94
C -3.30 -2.01 1.07
C 4.18 1.13 1.03
C 2.41 -2.69 4.14
C 1.28 -0.94 2.92
C 1.20 -3.08 4.70
C 4.42 3.04 3.02
C -0.55 2.54 2.57
H 0.67 4.21 -5.81
H -4.03 -1.32 0.66
H 2.25 -0.74 -0.55
H 0.45 -3.57 -2.53
H -3.81 -2.94 1.33
H 6.27 1.48 0.67
H -2.88 -1.59 1.98
H -0.98 -2.50 -4.35
H 0.19 2.80 3.31
H 1.34 2.26 -4.42
H 4.11 0.39 0.24
H -3.48 -2.02 -1.66
H 1.16 -3.91 5.39
H -1.04 0.46 -0.05
H -2.26 -3.67 -4.00
H 2.34 2.69 3.40
H 2.03 -3.98 -0.68
H 1.65 -3.37 0.94
H -3.24 1.60 -0.05
H 6.48 3.17 2.46
H 3.32 -3.21 4.40
H -1.70 4.83 -6.03
H 3.39 -1.31 2.83
H -3.68 3.39 1.59
H -2.62 -1.95 -3.96
H -3.46 3.51 -4.88
H 1.01 -4.93 0.41
H -1.96 4.00 3.25
H 4.50 3.79 3.80
H -0.76 -2.94 1.56
H -0.90 -2.68 4.84
H -0.83 -0.76 3.28
*
```

Values from the calculation:
Relative energy (zero: lowest compared OMol25 entry of this formula, charge and spin) ... 2.064 eV
Max |F| ... 1.8 eV/A
HOMO level (spin up / spin down) ... -10.8662 / -11.1267 eV

Atomic partial charges in e from the Mulliken method, atoms 1 to 6: number 1, W, carries 0.968; number 2, Ge, carries 1.846; number 3, S, carries 0.996; number 4, O, carries -0.863; number 5, O, carries -0.713; number 6, O, carries -0.686

=====

[4]
Formula: C35H32HfN5O4S
Source: the Open Molecules 2025 dataset
Level of theory: the ωB97M-V functional and the def2-TZVPD basis

Structure (ORCA input):
```
! wB97M-V def2-TZVPD RIJCOSX def2/J DEFGRID3
* xyz 1 1
Hf -0.28 0.10 0.29
S -2.66 -1.16 0.52
O -1.20 0.82 1.99
O -0.92 0.81 -1.76
O 1.70 0.42 0.18
O -0.01 -1.59 -1.06
N 0.36 -1.34 1.73
N -2.69 -2.98 2.47
N -1.06 3.54 0.93
N -0.62 -2.16 2.29
N -0.73 2.51 0.18
C 1.82 2.84 -2.98
C 1.46 -1.22 2.47
C 4.50 1.71 2.08
C -2.68 5.26 5.16
C -1.82 -2.21 1.73
C 2.54 0.62 1.19
C -2.89 6.49 4.55
C -0.94 -4.68 -2.70
C -2.32 4.14 4.39
C -1.58 0.20 -2.91
C 0.70 -5.39 -4.40
C 1.61 -4.43 -3.96
C 0.87 1.78 -2.95
C 3.38 1.69 1.24
C -1.53 3.25 2.18
C 1.07 -6.16 -5.60
C -0.51 -5.63 -3.66
C -0.67 -2.52 -1.67
C -1.76 1.81 4.14
C -2.32 5.60 2.42
C -2.14 2.85 4.95
C 1.88 3.87 -2.02
C -0.07 2.92 -0.95
C 0.92 3.93 -1.01
C 4.73 0.66 2.93
C -0.10 -3.57 -2.46
C 2.28 -2.62 -2.30
C -2.74 6.68 3.15
C -0.04 1.88 -1.97
C -1.53 1.87 2.71
C -2.33 -4.88 -2.06
C 2.56 -0.33 2.31
C 1.26 -3.57 -2.93
C 3.81 -0.37 3.03
C -2.04 4.34 3.01
H 2.54 2.95 -3.81
H -2.89 -3.91 -2.02
H 3.29 2.58 0.62
H -2.00 1.01 -3.51
H 0.83 1.01 -3.73
H 3.97 -1.22 3.69
H -1.85 0.76 4.43
H -2.96 7.69 2.80
H -2.21 2.70 6.05
H 2.22 -2.67 -1.20
H -1.75 -2.50 -1.51
H 3.33 -2.84 -2.57
H 2.58 4.68 -2.13
H -2.76 5.11 6.27
H 2.68 -4.46 -4.22
H -2.89 -5.66 -2.59
H -3.26 7.36 5.15
H 5.71 0.59 3.47
H 1.98 -5.77 -6.06
H -2.29 -3.80 2.83
H 2.02 -1.60 -2.66
H -1.06 -6.60 -3.76
H -0.93 -0.34 -3.60
H 0.22 -6.11 -6.32
H -2.29 5.68 1.34
H -2.38 -0.41 -2.58
H 0.88 4.72 -0.32
H -2.23 -5.17 -0.96
H -3.64 -3.01 2.09
H 1.24 -7.24 -5.42
H 5.16 2.58 2.03
H 1.46 -1.89 3.33
*
```

Values from the calculation:
Relative energy (zero: lowest compared OMol25 entry of this formula, charge and spin) ... 0.861 eV
Max |F| ... 3.8 eV/A
HOMO level ... -9.9564 eV

Atomic partial charges in e from the Mulliken method, atoms 1 to 6: number 1, Hf, carries 1.637; number 2, S, carries -0.611; number 3, O, carries -0.216; number 4, O, carries -0.452; number 5, O, carries -0.187; number 6, O, carries -0.076

=====

[5]
Formula: C35H32N2O5S
Source: the Open Molecules 2025 dataset
Level of theory: the ωB97M-V functional and the def2-TZVPD basis

Structure (ORCA input):
```
! wB97M-V def2-TZVPD RIJCOSX def2/J DEFGRID3
* xyz 0 1
S 0.83 2.99 -0.78
O 0.29 3.44 0.49
O 0.70 3.86 -1.95
O -1.54 0.57 -2.55
O -5.07 -1.66 -1.92
O 3.28 -4.93 -1.91
N -2.13 -1.04 2.68
N 3.37 -0.61 1.52
C -3.12 4.46 -1.60
C 0.13 -0.41 -0.18
C -2.13 2.33 -1.02
C 4.44 3.20 1.02
C 4.60 -2.58 0.53
C -1.20 1.33 -1.63
C -4.46 -1.59 -0.70
C -2.36 -1.33 4.09
C 0.23 1.29 -1.21
C 2.38 -1.79 -0.16
C 4.34 -0.26 2.55
C 4.46 -3.67 -0.34
C -5.12 -1.79 0.55
C 3.56 -1.66 0.64
C -2.36 -1.06 0.41
C 2.13 -0.05 1.31
C 3.28 -3.81 -1.13
C 4.83 2.97 -1.36
C 1.47 -0.74 0.30
C -0.97 -0.73 0.75
C 2.09 -5.38 -2.58
C 2.24 -2.84 -1.07
C -2.92 2.25 0.13
C -3.74 3.34 0.47
C -3.05 -1.23 1.66
C 5.32 3.28 -0.08
C -3.07 -1.27 -0.75
C 3.08 2.93 0.81
C 3.47 2.72 -1.56
C -2.31 3.38 -1.91
C -6.51 -1.79 -1.96
C -0.89 -0.75 2.14
C -3.78 4.48 -0.35
C -4.40 -1.56 1.74
C 2.58 2.83 -0.49
H -0.02 -0.63 2.77
H 3.92 -0.44 3.55
H -4.33 5.39 -0.04
H -4.34 3.31 1.39
H -1.98 -2.33 4.34
H 4.62 0.80 2.49
H 1.79 0.78 1.93
H -3.24 5.26 -2.33
H -0.07 -0.79 -1.19
H 3.10 2.50 -2.56
H 1.76 -4.65 -3.33
H -6.74 -1.82 -3.02
H 5.51 -2.44 1.12
H 2.41 2.85 1.67
H -7.00 -0.91 -1.50
H 0.91 1.04 -2.11
H -6.84 -2.71 -1.46
H -3.44 -1.29 4.29
H 5.23 -0.87 2.42
H -1.81 3.32 -2.87
H -2.60 -1.14 -1.72
H 5.24 -4.44 -0.41
H 1.35 -2.90 -1.71
H 5.52 2.97 -2.22
H -6.16 -2.12 0.58
H 2.39 -6.31 -3.08
H -2.91 1.35 0.73
H 1.28 -5.58 -1.87
H 4.81 3.39 2.04
H 6.37 3.58 0.07
H -4.89 -1.66 2.71
H -1.84 -0.60 4.72
*
```

Values from the calculation:
Relative energy (zero: lowest compared OMol25 entry of this formula, charge and spin) ... 0.000 eV
Max |F| ... 2.1 eV/A
HOMO level ... -7.5186 eV

Atomic partial charges in e from the Mulliken method, atoms 1 to 6: number 1, S, carries 1.931; number 2, O, carries -0.715; number 3, O, carries -0.730; number 4, O, carries -0.749; number 5, O, carries -0.431; number 6, O, carries -0.479

=====

[6]
Formula: C35H32N3O2P2S2Zn
Source: the Open Molecules 2025 dataset
Level of theory: the ωB97M-V functional and the def2-TZVPD basis

Structure (ORCA input):
```
! wB97M-V def2-TZVPD RIJCOSX def2/J DEFGRID3
* xyz 1 1
Zn -0.08 -0.33 -0.88
S -1.12 -2.06 -1.81
S -1.10 1.75 -0.55
P 0.55 -0.71 1.64
P 2.38 -0.08 -0.53
O -7.63 -0.36 -0.53
O -6.99 1.23 -1.91
N -3.28 2.63 -1.92
N 2.16 -0.40 1.11
N -1.72 1.97 -3.23
C 1.25 -3.38 1.11
C 5.92 -0.90 -2.35
C 4.68 -0.36 -2.04
C 2.49 3.62 -2.21
C 3.08 4.41 -1.23
C -4.76 -1.04 -0.33
C 6.48 -1.87 -1.53
C 4.00 -0.79 -0.91
C -2.79 -1.45 -1.66
C -3.43 -0.87 -2.75
C -6.72 0.23 -1.32
C -5.38 -0.43 -1.42
C -0.74 -3.02 2.40
C 0.57 1.26 3.56
C 3.46 3.84 -0.02
C 0.75 1.78 4.82
C -2.75 2.41 -4.04
C -1.00 -4.38 2.39
C 1.15 -0.43 5.68
C 4.55 -1.78 -0.10
C -4.71 -0.36 -2.63
C 0.39 -2.51 1.77
C 3.25 2.50 0.22
C -4.06 2.92 -0.72
C -3.48 -1.55 -0.45
C 0.99 -4.75 1.10
C 0.68 -0.12 3.35
C -2.05 2.10 -1.93
C -3.73 2.82 -3.22
C 2.26 2.27 -1.96
C 1.04 0.94 5.89
C 5.80 -2.31 -0.41
C 2.64 1.70 -0.75
C -0.13 -5.25 1.74
C 0.97 -0.96 4.42
H -1.43 -2.35 2.90
H 6.23 -3.06 0.23
H -7.29 -1.20 -0.18
H -2.92 -0.84 -3.70
H 0.66 2.85 4.99
H 6.45 -0.56 -3.23
H 2.21 4.06 -3.16
H 2.12 -3.01 0.59
H 1.79 1.66 -2.72
H -2.99 -2.01 0.40
H 3.92 4.46 0.74
H 1.18 1.35 6.88
H -3.75 2.24 0.07
H -5.11 2.75 -0.94
H 3.55 2.06 1.17
H 1.38 -1.08 6.52
H 4.26 0.41 -2.68
H 2.88 -0.20 1.80
H -4.70 3.23 -3.42
H 7.45 -2.29 -1.77
H -5.26 -1.09 0.63
H 1.66 -5.42 0.58
H 0.33 1.91 2.73
H -2.70 2.36 -5.11
H 1.06 -2.03 4.26
H -1.88 -4.77 2.89
H 4.03 -2.13 0.78
H -0.83 1.60 -3.53
H 3.26 5.46 -1.42
H -3.90 3.95 -0.40
H -0.34 -6.31 1.73
H -5.21 0.09 -3.48
*
```

Values from the calculation:
Relative energy (zero: lowest compared OMol25 entry of this formula, charge and spin) ... 0.000 eV
Max |F| ... 0.7 eV/A
HOMO level ... -10.7613 eV

Atomic partial charges in e from the Mulliken method, atoms 1 to 6: number 1, Zn, carries 0.614; number 2, S, carries -0.498; number 3, S, carries -0.427; number 4, P, carries 0.913; number 5, P, carries 0.662; number 6, O, carries -0.472

=====

Question: Which of these has the lowest max |F|?
Answer: C35H32N3O2P2S2Zn